Density functional theory data (ωB97M-V with the def2-TZVPD basis set) for a molecular structure, C19H48AsCl2F6MnNO5PSi3.

The molar mass comes out at 800.58 g/mol. The HOMO energy (spin up / spin down) comes out at -12.028 / -12.846 eV. As for the energy above the lowest of the compared OMol25 structures with the same formula, charge and spin: 0.00 kJ/mol. Its spin multiplicity is 6. Its HOMO-LUMO gap (spin up / spin down) is 8.2 / 7.7 eV. As for the LUMO energy (spin up / spin down): -3.83 / -5.10 eV. Its charge is +1.

Cartesian coordinates (Å):
1 H -3.3938 0.7285 -1.0110
2 H 1.3651 -2.3180 4.4435
3 C 3.1239 3.5098 -0.0684
4 F 0.6564 -1.1808 -4.7980
5 Cl 4.9187 1.2507 -4.8471
6 F 0.6969 -3.4550 -4.3302
7 H 2.0987 -2.1474 1.6710
8 H 0.3126 2.7896 -4.9631
9 C 3.5433 0.8215 -2.5404
10 P 0.6505 -2.1167 -3.5181
11 H -1.3689 -3.1594 -0.8718
12 H 3.5651 -2.3477 -1.0084
13 C -3.6733 1.4944 2.9374
14 H 1.4206 -0.9050 3.3873
15 O 3.3546 0.0818 -1.5085
16 Si -0.7097 -2.1987 3.1570
17 As -1.4456 -0.6227 1.5187
18 H 0.4739 -0.8608 4.8737
19 Si -3.0522 -1.5273 -0.0273
20 H -3.0546 -2.7519 3.7935
21 H -3.9293 2.4134 3.4719
22 C 4.9219 0.7289 -3.1741
23 H 0.3764 -3.6258 1.4261
24 H -3.9057 0.6533 3.5926
25 C -2.2925 2.8479 -4.1948
26 F 0.5713 -0.6287 -2.5424
27 H 2.1390 2.9701 2.4532
28 H -4.3152 1.4375 2.0564
29 O 2.6565 1.5774 -2.9479
30 H 2.8983 1.3759 2.6586
31 H 4.0415 4.0277 0.2131
32 C -1.0911 2.1602 -2.2359
33 H 4.0946 -3.0621 0.5241
34 C -3.1898 -0.2738 -1.3937
35 H -0.5145 2.7579 0.7870
36 H -3.0390 3.1274 -3.4552
37 H -2.7217 2.1167 -4.8793
38 H -1.9118 -3.1138 5.0875
39 H -2.2481 2.8590 0.4130
40 F 2.2367 -1.9936 -3.3910
41 C -0.3303 -3.7735 2.2433
42 H 2.2737 4.1425 0.1958
43 O -0.1954 1.6872 -1.5066
44 O 1.2638 -1.2793 -0.0100
45 O 1.8166 1.5036 0.2928
46 C -1.5115 2.8670 1.2170
47 C 0.7739 -1.4924 4.0385
48 H -2.2733 -0.2628 -1.9870
49 Mn 1.4787 0.6014 -1.1830
50 H -2.4124 -1.4476 4.8031
51 H 3.0262 -0.8394 0.9259
52 Cl 6.0023 1.7226 -2.1676
53 H -2.9514 -3.4011 -1.5741
54 C -0.0363 1.8967 -4.4441
55 H 3.9006 2.8261 2.5146
56 H -1.9896 2.5512 -1.7491
57 N -1.1211 2.2729 -3.5435
58 C 3.0239 2.1795 0.6549
59 C 2.4377 -1.7323 0.7212
60 H -4.0123 -0.5599 -2.0542
61 H -2.6414 -3.9656 0.0702
62 H -1.0052 0.9482 4.7203
63 H -1.5782 3.8377 1.7162
64 H -1.2348 -4.2224 1.8315
65 H 3.1324 3.3734 -1.1500
66 C 2.9872 2.3451 2.1650
67 H -2.0010 3.7321 -4.7608
68 H -4.9125 -0.7521 1.4538
69 H -0.4071 1.1729 -5.1676
70 H 1.0239 -1.9773 -0.6479
71 F 0.6345 -2.9155 -2.0817
72 H -5.4281 -1.9929 0.3119
73 H 3.8732 1.5436 0.3822
74 H 0.1088 -4.4922 2.9403
75 C -2.4342 -3.1652 -0.6406
76 H 0.7865 1.4647 -3.8959
77 Si -1.8700 1.5497 2.4670
78 C -4.6152 -1.6859 0.9760
79 H -4.5132 -2.4512 1.7470
80 C 3.2255 -2.7574 -0.0596
81 F -0.9466 -2.0738 -3.4590
82 H 0.2903 1.5612 3.6723
83 H 2.6256 -3.6484 -0.2573
84 C -0.7586 1.6782 3.9495
85 C -2.1645 -2.3888 4.3088
86 H 5.2799 -0.2937 -3.1256
87 H -0.8805 2.6727 4.3874

Atom charges from the Löwdin analysis, given in e for atoms 1 to 8: 0.025 0.050 -0.036 -0.101 0.660 -0.071 0.082 0.112

Density functional theory data (ωB97M-V with the def2-TZVPD basis set) for C3H5PS in the gas phase.

The SMILES is P/C=C\C=S. The molar mass comes out at 104.11 g/mol. The HOMO energy comes out at -8.721 eV. As for the energy above the lowest of the compared OMol25 structures with the same formula, charge and spin: 253.16 kJ/mol. Its HOMO-LUMO gap is 7.3 eV. As for the LUMO energy: -1.45 eV.

Cartesian coordinates (Å):
1 S -3.9709 0.1752 -0.0171
2 C -1.0236 -0.9941 -0.3508
3 C -2.2130 -0.0708 -0.0724
4 P 0.7572 1.2291 -0.3153
5 H 1.9924 1.3727 0.5762
6 H -1.7843 0.9376 -0.1057
7 H 1.0933 -1.2618 -0.5912
8 H -0.1273 1.9446 0.5420
9 C 0.2914 -0.5711 -0.1887
10 H -1.2842 -2.0717 -0.5469

Atom charges from the Löwdin analysis, given in e for atoms 1 to 8: 0.515 -0.239 -0.585 0.766 -0.070 -0.053 0.073 -0.114

Density functional theory data (ωB97M-V with the def2-TZVPD basis set) for a molecular structure, C34H31N3O3PRuS.

The molar mass comes out at 693.75 g/mol. The HOMO energy (spin up / spin down) comes out at -10.928 / -11.240 eV. As for the energy above the lowest of the compared OMol25 structures with the same formula, charge and spin: 32.15 kJ/mol. Its spin multiplicity is 5. Its HOMO-LUMO gap (spin up / spin down) is 7.8 / 6.2 eV. As for the LUMO energy (spin up / spin down): -3.15 / -5.05 eV. Its charge is +1.

Cartesian coordinates (Å):
1 N -0.1899 4.8536 -0.2987
2 C 2.5446 -1.4936 1.1897
3 H -1.9602 4.2502 1.7758
4 C 4.2124 3.1380 3.2375
5 H 2.1040 -5.3247 1.1707
6 H 0.0630 -5.0652 -0.2840
7 C 2.2239 -4.2483 1.1767
8 O -0.1445 0.6321 2.4874
9 O 0.5089 2.4305 1.6713
10 N 0.0550 1.8244 2.6885
11 S 0.7142 2.6005 -1.4525
12 C 5.7951 0.5662 -2.4632
13 C 1.8112 5.6219 0.9488
14 C -4.2423 0.5938 -0.3328
15 Ru 0.4376 0.8164 0.1047
16 C 0.5044 -1.1992 -0.1373
17 H 4.1578 0.2844 -3.8227
18 H 1.0290 6.4047 -0.9129
19 H -2.1168 5.6400 -0.2960
20 H -0.6836 5.2968 2.3995
21 H 3.1160 1.0506 5.6717
22 C -2.2437 2.0618 -0.4616
23 C -4.5097 2.8560 -1.1304
24 C 3.5045 0.3323 -1.7850
25 C 3.3244 1.4251 4.6787
26 C -0.6707 -3.1673 -0.9155
27 C -5.8626 2.6299 -1.3110
28 C 3.2205 1.1634 2.2929
29 H 2.4428 -0.2663 3.7027
30 C 3.8435 2.4002 2.1269
31 C -3.6929 1.8362 -0.6443
32 H -7.4655 1.2163 -1.1393
33 H 4.3217 -1.8487 2.3289
34 C 3.2792 -3.6792 1.8402
35 H 2.8298 5.9849 0.8066
36 H 4.0410 2.7822 1.1319
37 C 1.1470 5.4441 -0.4079
38 H 5.5379 0.7323 0.9068
39 H -3.6055 -0.1880 0.0580
40 H 1.2837 6.3518 1.5627
41 C 5.2312 0.6329 -0.1274
42 H -6.0246 -0.5886 -0.2652
43 H 4.2404 3.2300 5.3795
44 H 1.8406 4.6749 1.4868
45 C 3.8864 0.4604 -0.4514
46 H -6.4957 3.4202 -1.6912
47 O -1.5539 1.0417 -0.0821
48 C -5.5971 0.3740 -0.5115
49 H 2.4645 0.1746 -2.0469
50 H -2.3155 5.9344 2.1627
51 C -6.4065 1.3900 -1.0013
52 C 3.9526 2.6503 4.5125
53 H -1.4912 -3.5867 -1.4822
54 C 6.1805 0.6884 -1.1348
55 C 2.9539 0.6783 3.5709
56 C -0.5003 3.6374 -0.6958
57 H 7.2230 0.8271 -0.8817
58 P 2.6485 0.2671 0.8496
59 C 3.4612 -2.2829 1.8344
60 H -4.0745 3.8168 -1.3662
61 N -1.7803 3.2732 -0.6366
62 H -1.2453 -1.1425 -1.3783
63 C -0.5220 -1.7638 -0.8645
64 H 6.5395 0.6124 -3.2469
65 C -1.5604 5.2622 1.7549
66 C -1.2289 5.6886 0.3331
67 C 0.1939 -3.9907 -0.2497
68 C 1.2807 -3.4533 0.4855
69 C 4.4587 0.3846 -2.7886
70 C 1.4367 -2.0532 0.5219
71 H 4.6998 4.0956 3.1107
72 H 3.9918 -4.3047 2.3604
73 H -0.8512 6.7099 0.3106
74 H 1.7514 4.8110 -1.0505

Atom charges from the Löwdin analysis, given in e for atoms 1 to 8: -0.089 -0.293 0.067 -0.060 0.123 0.123 0.000 -0.118

Density functional theory data (ωB97M-V with the def2-TZVPD basis set) for a molecular structure, F6H22O11P.

The molar mass comes out at 343.13 g/mol. The HOMO energy comes out at -5.907 eV. As for the energy above the lowest of the compared OMol25 structures with the same formula, charge and spin: 1718.96 kJ/mol. Its HOMO-LUMO gap is 8.5 eV. As for the LUMO energy: 2.62 eV. Its charge is -1.

Cartesian coordinates (Å):
1 F -0.4141 1.5357 0.9383
2 F -1.6599 -0.1244 0.0455
3 O -1.6853 3.0884 -0.4424
4 H -0.0030 -2.1065 -0.7729
5 H 0.7398 -0.7200 -2.2744
6 H 2.2659 -1.4128 -0.4246
7 O -1.7953 -0.7285 1.9497
8 O 2.4105 2.5226 0.0278
9 H -1.0966 2.3375 -0.3661
10 F 0.2222 -0.8611 -1.0798
11 H -2.0972 -1.8016 -0.2813
12 F -0.4831 1.3496 -1.3458
13 H 3.0101 1.1142 1.6737
14 O 0.9260 -0.1890 -3.0487
15 H -0.9368 -1.6737 2.6776
16 H -0.6693 1.7007 2.5438
17 H 1.8345 0.2459 1.2789
18 O 0.0120 -1.6611 2.8029
19 H -2.1783 -1.4344 1.4288
20 H -2.2882 2.8501 -1.1466
21 F 0.4346 -0.5047 1.1522
22 H 2.0591 0.0262 -0.8470
23 F 1.3811 0.8703 -0.2515
24 H -1.0520 1.1138 -2.2823
25 O 2.6960 0.2102 1.6945
26 O -2.4461 -2.3287 0.4375
27 H 0.3570 -1.2976 1.9874
28 H 1.8255 0.1129 -2.9222
29 O -0.1666 -3.0496 -0.7609
30 H 0.2563 -3.3766 -1.5549
31 H 2.2817 2.7803 -0.8851
32 H -2.4235 -3.2275 0.1089
33 P -0.1350 0.3740 -0.0886
34 O -1.1449 1.1020 3.1198
35 H -1.3598 0.3536 2.5631
36 H 1.5977 2.7756 0.4655
37 H -1.4976 -0.0879 1.3038
38 O -1.0823 0.6150 -3.0987
39 H -0.1888 0.2922 -3.2160
40 O 2.4937 -0.7850 -1.1103

Atom charges from the Löwdin analysis, given in e for atoms 1 to 8: -0.077 -0.036 -0.047 -0.086 -0.032 0.051 -0.092 -0.018

Density functional theory data (ωB97M-V with the def2-TZVPD basis set) for a molecular structure, C29H44CuN7Si.

The molar mass comes out at 582.35 g/mol. The HOMO energy comes out at -6.283 eV. Its HOMO-LUMO gap is 6.9 eV. As for the LUMO energy: 0.57 eV.

Cartesian coordinates (Å):
1 H -1.2780 -3.5177 -2.1495
2 C 1.1801 -4.2935 -2.1410
3 H -1.7894 2.5685 1.2895
4 H -5.4242 -0.6736 -1.3012
5 C 5.2658 0.5679 1.5580
6 H 0.7644 -4.4829 -3.1344
7 C -4.4368 -1.1477 -1.2895
8 N 1.8831 2.9523 -0.9772
9 H -4.9599 0.6380 0.8606
10 H -6.0174 0.8682 3.0454
11 H 6.1919 -1.8628 1.2573
12 C -4.9544 0.6575 2.9950
13 Cu -0.3288 -0.0576 0.4875
14 H -4.7096 2.1005 -0.9921
15 C 3.3257 1.9528 1.4377
16 N -2.3134 0.1467 0.4108
17 H 2.2458 -4.5479 -2.1626
18 N -0.6164 -3.2218 -0.1716
19 H -1.1896 -0.1087 2.7675
20 C 2.8211 2.1082 -1.6899
21 H -4.6975 0.6142 5.1349
22 H -4.4164 1.5859 -2.6546
23 H 2.8568 2.9166 1.6025
24 C 3.0409 -2.7950 0.4575
25 H -1.8916 -4.6892 -0.9648
26 H -3.2248 2.5779 -1.8152
27 H -1.6709 -4.0386 1.4201
28 C 3.1080 -0.3875 0.7981
29 H 6.3136 0.4100 1.7837
30 H 3.8000 2.0668 -1.2029
31 H 3.3116 4.4406 -0.6299
32 C -0.7105 4.0023 -0.7626
33 H -0.9354 3.9855 1.9441
34 C -1.7266 -0.1121 -2.3999
35 C -2.9672 0.2727 1.6178
36 C -3.9363 1.7577 -1.6849
37 H -4.3385 -1.7140 -2.2220
38 H 5.2527 2.6159 2.1389
39 H -1.7198 -2.2591 1.3570
40 C -0.8074 3.0053 1.4747
41 H 2.9472 2.5023 -2.7002
42 H -4.4316 -1.8583 -0.4559
43 C -2.8631 0.2351 4.0635
44 H -2.5296 -3.0361 -1.0016
45 H 2.4248 1.1010 -1.7554
46 C 0.4906 -2.5458 -0.5461
47 Si -3.0816 0.1670 -1.1158
48 H 0.6852 -4.9438 -1.4234
49 H -0.2445 -3.0897 1.8886
50 H -2.2722 0.1068 4.9641
51 N 1.0205 -2.8994 -1.7615
52 H -2.1466 -0.3424 -3.3878
53 C -2.2536 0.1099 2.8262
54 C -1.6308 -3.6425 -1.1307
55 C 4.4978 -0.5363 1.1144
56 C 2.3767 -1.5791 0.4453
57 H 1.5704 -0.9570 -2.2486
58 H 2.1265 4.8425 -1.8875
59 C 2.2589 4.3548 -0.9186
60 C 5.1350 -1.7981 1.0294
61 H 2.9313 -2.0985 -2.2291
62 C 4.4128 -2.9083 0.7163
63 N 1.2255 1.2639 0.5644
64 H -0.2638 2.3482 2.1468
65 H 1.6557 4.8748 -0.1796
66 H -1.0540 -0.9322 -2.1190
67 C -4.3498 0.5362 1.7523
68 N -0.0643 3.1669 0.2334
69 H 2.4647 -3.6977 0.2851
70 H -0.7496 5.0457 -0.4358
71 N 0.9938 -1.6028 0.2215
72 C 4.6824 1.7831 1.7467
73 H 4.8821 -3.8852 0.6949
74 H -1.1192 0.7978 -2.4962
75 H -1.7326 3.6533 -0.9104
76 C 1.8726 -1.9746 -2.4794
77 C -1.0903 -3.1408 1.2075
78 C 2.5508 0.9355 0.9139
79 C -4.2207 0.5169 4.1675
80 H -0.1798 3.9452 -1.7083
81 C 1.0315 2.4202 -0.0329
82 H 1.7403 -2.1406 -3.5507

Atom charges from the Löwdin analysis, given in e for atoms 1 to 8: 0.085 -0.058 0.076 0.024 -0.056 0.091 -0.189 -0.151